Computed, not measured: a 2-piece molecular cluster, C4H14N2 overall, with ωB97M-V/def2-TZVPD.

```
20
Properties=species:S:1:pos:R:3:forces:R:3
C -1.624 1.296 1.527 1.16 0.40 0.27
C -2.578 0.537 0.641 -1.03 -0.78 0.17
C -1.869 -0.129 -0.522 0.34 0.12 -0.39
H -0.796 1.777 0.992 -0.20 -0.09 -0.41
H -1.116 0.602 2.197 -0.05 -0.05 0.19
H -2.012 2.109 2.133 -0.56 -0.14 0.12
H -3.483 1.091 0.375 0.39 0.39 -0.40
H -3.013 -0.280 1.224 0.04 -0.01 0.23
H -2.464 -0.765 -1.172 -0.50 0.13 0.11
H -1.382 0.605 -1.171 0.07 -0.02 0.07
H -1.106 -0.800 -0.135 0.21 0.04 0.01
N 3.252 -1.037 -1.678 0.06 -0.03 0.32
C 2.499 -0.185 -0.797 -0.99 0.26 0.21
N 1.448 -0.949 -0.045 1.01 0.50 0.93
H 2.574 -1.575 -2.209 0.13 -0.03 -0.09
H 3.748 -1.708 -1.099 0.11 -0.08 -0.20
H 3.137 0.340 -0.088 0.45 -0.08 -0.13
H 2.014 0.600 -1.377 -0.15 -0.11 -0.15
H 1.962 -1.232 0.799 -0.26 -0.63 -0.34
H 0.809 -0.295 0.403 -0.22 0.22 -0.50
```
Positions in Å, forces in eV/Å.

Values from the calculation:
M, Da: 90.17
ΔE to the lowest compared entry with this formula, charge and spin, eV: 0.315
Total charge: 0
E_HOMO, eV: -9.74
SMILES string: CCC.NCN

Charges computed using natural (NBO), reported in e:
1 C -0.6135
2 C -0.4096
3 C -0.6077
4 H 0.1960
5 H 0.2004
6 H 0.2166
7 H 0.2015
8 H 0.1954
9 H 0.2129
10 H 0.1957
11 H 0.2110
12 N -0.8175
13 C -0.0592
14 N -0.8456
15 H 0.3588
16 H 0.3455
17 H 0.1590
18 H 0.1716
19 H 0.3383
20 H 0.3503


Computed, not measured: a 3-piece molecular cluster, C4H14N2O overall, with ωB97M-V/def2-TZVPD.

```
21
Properties=species:S:1:pos:R:3:forces:R:3
N 0.753 1.501 -1.962 -0.07 1.43 -0.52
C 1.558 -0.394 -0.287 -0.57 0.23 -0.36
C 0.577 -1.416 -0.866 -1.92 -0.01 0.74
N -0.887 -0.975 -0.678 2.17 -0.28 -0.24
C -1.157 -0.683 0.757 -0.02 -0.67 -0.67
C -1.980 0.573 0.820 -0.44 -0.06 0.75
H 1.407 0.449 -1.053 0.88 -1.22 0.41
H 0.910 1.603 -2.974 0.10 -0.58 -0.02
H 1.222 0.162 0.605 0.15 -0.56 0.32
H 2.582 -0.754 -0.175 0.04 0.15 -0.20
H 0.718 -1.433 -1.936 0.11 -0.30 -0.48
H 0.615 -2.461 -0.518 0.44 0.39 0.24
H -0.832 -0.079 -1.159 -0.52 0.09 0.17
H -1.692 -1.552 1.175 -0.16 0.22 -0.07
H -0.261 -0.545 1.373 -0.24 0.13 -0.10
H -1.434 1.427 0.408 -0.17 -0.18 -0.30
H -2.131 0.841 1.859 -0.06 0.00 0.27
H -2.962 0.391 0.364 0.14 0.39 -0.26
H 0.990 0.656 3.292 -0.07 0.12 -0.15
H 1.608 1.919 -1.581 -0.29 0.57 0.05
O 0.398 0.770 2.536 0.49 0.15 0.43
```
Positions in Å, forces in eV/Å.

Values from the calculation:
M, Da: 106.17
<S²>: 0.757
ΔE to the lowest compared entry with this formula, charge and spin, eV: 2.642
Total charge: -1
Spin multiplicity: 2
E_HOMO (alpha / beta), eV: -2.71 / -2.69

Charges computed using natural (NBO), reported in e:
1 N -0.7290
2 C -0.6265
3 C -0.2273
4 N -0.6447
5 C -0.2779
6 C -0.6196
7 H 0.2154
8 H 0.3007
9 H 0.3082
10 H 0.1869
11 H 0.1655
12 H 0.1761
13 H 0.3492
14 H 0.1464
15 H 0.2826
16 H 0.2106
17 H 0.2337
18 H 0.1683
19 H 0.4011
20 H 0.3175
21 O -1.3374


Computed, not measured: a 2-piece molecular cluster, C4H14N2O overall, with ωB97M-V/def2-TZVPD.

```
21
Properties=species:S:1:pos:R:3:forces:R:3
C -1.801 -1.673 0.267 2.72 4.01 2.54
N -0.582 -1.000 -0.443 -2.54 -1.61 2.71
C -0.259 0.283 0.136 2.31 1.19 0.95
C 0.054 1.414 -0.938 0.32 -1.21 2.22
C 0.416 2.710 -0.232 -1.52 0.52 1.96
N 1.096 1.004 -1.786 -1.80 0.50 -2.71
H -2.396 -0.774 0.766 1.01 -2.11 -0.67
H -2.464 -2.142 -0.376 -0.82 -1.33 -1.26
H -1.256 -2.277 1.021 -1.53 -0.14 -0.18
H -0.824 -1.170 -1.371 0.22 1.16 -2.11
H -0.903 0.690 0.980 -0.20 -0.76 -1.32
H 0.729 0.105 0.747 -1.29 0.61 -1.15
H -0.807 1.527 -1.549 -1.07 0.32 -0.43
H 0.812 3.488 -0.819 0.31 0.68 -1.51
H 1.204 2.618 0.539 -0.52 -0.53 -0.04
H -0.510 3.191 0.254 1.31 -0.93 -0.46
H 1.016 0.194 -2.344 -0.84 -0.83 -0.44
H 1.980 1.008 -1.484 3.83 0.42 1.99
O 1.005 -2.375 2.388 0.81 0.54 7.90
H 0.621 -1.724 3.147 1.27 -2.31 -3.35
H 0.704 -2.156 1.586 -2.01 1.82 -4.66
```
Positions in Å, forces in eV/Å.

Values from the calculation:
M, Da: 106.17
ΔE to the lowest compared entry with this formula, charge and spin, eV: 3.199
Total charge: 0
E_HOMO, eV: -8.58
SMILES string: CNC[C@@H](C)N.O

Charges computed using natural (NBO), reported in e:
1 C -0.4158
2 N -0.6745
3 C -0.2301
4 C -0.0551
5 C -0.6165
6 N -0.8406
7 H 0.1732
8 H 0.1963
9 H 0.2002
10 H 0.3672
11 H 0.1860
12 H 0.1663
13 H 0.1839
14 H 0.2219
15 H 0.2070
16 H 0.2095
17 H 0.3627
18 H 0.3551
19 O -0.9389
20 H 0.4768
21 H 0.4655


Result set for E_tot: -7354.8023, -9398.9414, -9400.4081 eV, one per record in the order listed.